1.
{
  "formula": "C9H7Cl2IrN9O6S2",
  "method": "wB97M-V/def2-TZVPD",
  "e_homo_ev": [-9.28, -9.28],
  "homo_lumo_gap_ha": [0.263, 0.206],
  "s_squared": 0.756,
  "lumo_energy_ev": [-2.1, -3.7],
  "spin_multiplicity": 2,
  "species": ["Ir", "Cl", "C", "Cl", "H", "H", "N", "C", "N", "N", "N", "N", "C", "N", "N", "N", "N", "H", "O", "S", "O", "O", "C", "C", "C", "C", "C", "C", "S", "O", "O", "O", "H", "H", "H", "H"],
  "xyz": [[0.1718, -1.0882, -0.6538], [0.7314, -3.7873, 2.3062], [0.0328, -4.2751, 0.7987], [0.7507, -3.4212, -0.6424], [-1.0281, -4.0570, 0.7818], [0.2776, -5.3113, 0.5916], [-2.4033, -0.6811, -2.7561], [-1.1397, -0.6985, -3.2866], [-0.8033, -0.3854, -4.5069], [0.5312, -0.6651, -4.5758], [0.9780, -1.1169, -3.4789], [-0.0820, -1.1841, -2.6112], [-2.6518, -1.2256, -1.5303], [-3.8247, -1.3865, -0.9778], [-3.5703, -2.0473, 0.1837], [-2.3327, -2.2689, 0.3417], [-1.6850, -1.7894, -0.7726], [-3.1530, -0.2526, -3.2717], [-0.7440, 0.7889, -0.7652], [0.4995, 1.6458, -0.8956], [0.3935, 2.7511, -1.7768], [1.5195, 0.6221, -1.2336], [0.9053, 2.2796, 0.7118], [1.0127, 3.6574, 0.7966], [1.4041, 4.2562, 1.9878], [1.7030, 3.4780, 3.0872], [1.5915, 2.0945, 3.0142], [1.1883, 1.4880, 1.8374], [0.9633, -0.2725, 1.9177], [1.2773, -0.6745, 3.2442], [-0.4143, -0.5442, 1.4376], [1.8011, -0.9242, 0.8500], [0.8010, 4.2495, -0.0814], [1.4760, 5.3337, 2.0435], [2.0181, 3.9385, 4.0136], [1.8046, 1.4735, 3.8716]],
  "forces_ev_per_a": [[-2.4, 1.0, 0.5], [0.1, 0.1, 0.0], [-0.1, 0.0, 0.0], [0.5, 0.3, -0.3], [0.0, 0.1, 0.0], [-0.1, 0.0, -0.1], [0.1, 0.2, 0.1], [-0.2, -0.3, 0.0], [0.2, -0.1, -0.1], [-0.2, 0.1, -0.1], [0.0, -0.1, 0.1], [0.7, 0.0, -0.4], [0.1, -0.2, -0.3], [0.0, -0.1, 0.1], [-0.2, 0.1, -0.1], [0.2, -0.1, -0.1], [-0.4, 0.1, 0.4], [0.0, 0.0, 0.0], [0.3, -0.4, 0.0], [0.7, 0.0, -0.3], [-0.3, 0.0, 0.0], [0.3, 0.0, 0.1], [0.0, 0.0, 0.1], [0.0, -0.1, 0.0], [0.0, 0.0, 0.0], [0.0, 0.0, 0.0], [0.0, 0.0, 0.0], [-0.1, 0.1, -0.1], [0.4, -0.4, 0.1], [0.0, 0.0, 0.0], [0.1, -0.3, -0.1], [0.1, 0.1, 0.2], [0.0, 0.0, 0.0], [0.0, 0.0, 0.0], [0.0, 0.0, 0.0], [0.0, 0.0, 0.0]]
}

***

2.
{
  "formula": "C9H7F4N",
  "method": "wB97M-V/def2-TZVPD",
  "e_homo_ev": [-7.28, -7.28],
  "homo_lumo_gap_ha": [0.284, 0.284],
  "lumo_energy_ev": [0.5, 0.5],
  "spin_multiplicity": 1,
  "smiles": "F/C(=C1\\C=CC=CN1)C(F)(F)F.C#C",
  "species": ["F", "C", "C", "C", "C", "C", "C", "N", "C", "F", "F", "F", "H", "H", "H", "H", "H", "C", "C", "H", "H"],
  "xyz": [[-2.0776, 1.0069, 1.4030], [-0.9674, 0.2100, 1.3936], [-0.5517, -0.2885, 0.1281], [-1.3663, 0.0893, -0.9739], [-1.0319, -0.4125, -2.1687], [0.0670, -1.3049, -2.2797], [0.8612, -1.5994, -1.2309], [0.4790, -1.1350, 0.0156], [-0.3685, -0.1940, 2.6656], [-0.6184, 0.7000, 3.6296], [0.9389, -0.2349, 2.6780], [-0.7551, -1.4028, 3.0569], [-2.1059, 0.7932, -0.7860], [-1.6912, -0.0681, -2.9586], [0.1590, -1.8383, -3.2527], [1.6475, -2.3151, -1.4143], [0.9599, -1.3451, 0.8464], [1.3440, 2.5007, -0.6901], [1.9367, 2.0992, 0.2681], [0.7387, 2.9987, -1.4223], [2.4020, 1.7407, 1.0922]],
  "forces_ev_per_a": [[0.2, -0.1, 0.5], [1.1, -0.9, -3.3], [-2.7, 2.2, 4.6], [2.0, -1.0, -0.6], [-1.2, 0.8, 0.3], [0.1, -0.8, -1.9], [-1.3, -0.2, -0.4], [1.1, -0.6, -2.0], [-1.4, 1.7, 0.3], [-1.2, 0.2, 0.7], [2.8, -0.6, -1.0], [-0.6, -1.2, 0.8], [-1.3, 0.9, 0.0], [0.5, -0.5, -0.6], [0.5, 0.6, 0.9], [0.3, 0.1, 0.8], [1.0, -0.4, 0.7], [-0.3, 0.5, 0.0], [-1.1, 0.7, -2.0], [0.3, -0.3, 0.0], [1.2, -0.9, 1.9]]
}